# 1
{
  "formula": "C28H28BrF40N3O6P",
  "method": "the ωB97M-V functional and the def2-TZVPD basis",
  "e_tot_ha": -8609.173212,
  "multiplicity": 1,
  "charge": 1,
  "species": ["C", "C", "N", "C", "N", "N", "P", "O", "Br", "H", "H", "H", "H", "H", "H", "H", "H", "C", "C", "C", "F", "F", "F", "F", "O", "C", "C", "F", "F", "F", "F", "H", "H", "H", "H", "C", "C", "C", "F", "F", "F", "F", "O", "C", "C", "F", "F", "F", "F", "H", "H", "H", "H", "C", "C", "C", "F", "F", "F", "F", "O", "C", "C", "F", "F", "F", "F", "H", "H", "H", "H", "C", "C", "C", "F", "F", "F", "F", "O", "C", "C", "F", "F", "F", "F", "H", "H", "H", "H", "C", "C", "C", "F", "F", "F", "F", "O", "C", "C", "F", "F", "F", "F", "H", "H", "H", "H"],
  "xyz": [[-7.756, 2.674, 1.248], [-6.664, 2.422, 2.117], [-6.081, 3.624, 2.764], [-5.292, 4.251, 1.730], [-5.753, 5.543, 1.265], [-4.227, 3.695, 1.168], [-5.130, 3.225, 4.220], [-5.061, 4.701, 5.079], [-6.338, 1.746, 5.421], [-8.521, 3.406, 1.658], [-7.842, 2.246, 0.214], [-6.298, 1.368, 2.263], [-6.505, 5.820, 1.913], [-4.966, 6.196, 1.369], [-3.666, 4.289, 0.545], [-4.035, 2.701, 1.354], [-4.865, 5.411, 4.431], [-0.797, 1.102, -0.969], [0.510, 0.276, -0.965], [0.366, -1.226, -1.234], [-0.393, -1.853, -0.318], [1.581, -1.820, -1.192], [1.170, 0.508, 0.194], [1.296, 0.786, -1.953], [-1.407, 1.398, 0.304], [-2.261, 0.443, 0.882], [-1.715, -0.124, 2.198], [-0.505, -0.680, 2.040], [-2.537, -1.089, 2.672], [-2.551, -0.503, -0.019], [-3.437, 1.093, 1.129], [-0.522, 2.086, -1.356], [-1.526, 0.717, -1.685], [-0.060, -1.407, -2.225], [-1.627, 0.662, 2.953], [2.892, -3.304, -5.744], [4.027, -2.503, -6.425], [4.477, -1.220, -5.721], [3.494, -0.312, -5.611], [5.467, -0.621, -6.429], [3.681, -2.258, -7.709], [5.108, -3.333, -6.479], [1.549, -3.114, -6.225], [0.797, -2.037, -5.722], [0.457, -1.001, -6.799], [1.558, -0.509, -7.392], [-0.203, 0.052, -6.254], [1.422, -1.504, -4.656], [-0.352, -2.572, -5.247], [3.098, -4.353, -5.970], [2.939, -3.240, -4.655], [4.868, -1.437, -4.723], [-0.172, -1.443, -7.575], [-8.624, -2.490, 0.459], [-8.822, -4.019, 0.577], [-9.199, -4.561, 1.959], [-8.269, -4.308, 2.896], [-9.330, -5.908, 1.908], [-7.721, -4.639, 0.096], [-9.838, -4.344, -0.271], [-7.278, -1.980, 0.517], [-6.699, -1.742, 1.776], [-5.495, -2.649, 2.056], [-5.815, -3.951, 1.977], [-5.020, -2.432, 3.305], [-7.643, -1.811, 2.726], [-6.284, -0.447, 1.757], [-8.952, -2.229, -0.550], [-9.292, -1.935, 1.121], [-10.154, -4.147, 2.295], [-4.691, -2.458, 1.339], [4.803, 2.782, -2.745], [4.682, 1.246, -2.616], [4.416, 0.706, -1.206], [5.398, 1.015, -0.337], [4.340, -0.648, -1.226], [5.778, 0.671, -3.164], [3.631, 0.874, -3.403], [6.122, 3.352, -2.768], [6.764, 3.617, -1.542], [8.021, 2.764, -1.339], [7.752, 1.445, -1.403], [8.561, 2.997, -0.120], [5.881, 3.503, -0.533], [7.117, 4.918, -1.580], [4.402, 3.027, -3.731], [4.152, 3.308, -2.042], [3.470, 1.083, -0.812], [8.770, 2.990, -2.101], [7.015, -1.034, 3.618], [5.790, -1.682, 2.932], [4.707, -0.731, 2.416], [4.150, 0.008, 3.392], [3.692, -1.435, 1.849], [5.266, -2.610, 3.766], [6.267, -2.370, 1.854], [7.029, -0.975, 5.055], [6.374, 0.095, 5.694], [5.181, -0.366, 6.538], [4.275, -1.045, 5.807], [4.537, 0.699, 7.074], [6.047, 1.034, 4.789], [7.291, 0.663, 6.503], [7.861, -1.683, 3.381], [7.273, -0.070, 3.175], [5.106, -0.057, 1.654], [5.510, -1.018, 7.350]]
}

# 2
{
  "formula": "C15H21NO3S",
  "method": "the ωB97M-V functional and the def2-TZVPD basis",
  "e_tot_ha": -1262.848231,
  "smiles": "CC(=O)c1cccc(S(=O)(=O)NCC2CCCCC2)c1",
  "multiplicity": 1,
  "charge": 0,
  "relative_energy_kj_mol": 120.7,
  "species": ["C", "C", "O", "C", "C", "C", "C", "C", "C", "H", "H", "H", "S", "O", "O", "N", "H", "C", "H", "C", "C", "C", "C", "C", "C", "H", "H", "H", "H", "H", "H", "H", "H", "H", "H", "H", "H", "H", "H", "H", "H"],
  "xyz": [[-5.247, -2.403, -0.401], [-5.627, -1.013, 0.035], [-6.740, -0.740, 0.422], [-4.560, 0.029, -0.033], [-3.235, -0.253, -0.362], [-2.317, 0.774, -0.407], [-2.671, 2.083, -0.140], [-3.986, 2.370, 0.191], [-4.918, 1.349, 0.246], [-5.948, 1.551, 0.502], [-4.283, 3.386, 0.403], [-1.916, 2.849, -0.205], [-0.609, 0.407, -0.796], [-0.078, 1.451, -1.618], [-0.531, -0.954, -1.255], [0.063, 0.533, 0.739], [0.053, -0.378, 1.174], [1.369, 1.162, 0.808], [1.256, 2.135, 0.327], [2.480, 0.375, 0.100], [3.785, 1.172, 0.126], [4.898, 0.417, -0.593], [5.112, -0.952, 0.045], [3.815, -1.754, 0.015], [2.697, -1.001, 0.731], [1.778, -1.590, 0.667], [2.955, -0.879, 1.787], [3.966, -2.727, 0.487], [3.519, -1.927, -1.022], [5.897, -1.494, -0.487], [5.436, -0.823, 1.081], [5.823, 0.996, -0.554], [4.626, 0.288, -1.643], [3.629, 2.143, -0.348], [4.077, 1.348, 1.165], [2.164, 0.237, -0.940], [1.613, 1.312, 1.864], [-2.889, -1.247, -0.593], [-6.122, -3.045, -0.358], [-4.477, -2.801, 0.257], [-4.857, -2.385, -1.416]]
}

| no. | LUMO energy (eV) | E_HOMO (eV) |
| --- | --- | --- |
| 1 | -4.5 | -12.51 |
| 2 | -0.1 | -9.69 |